Here is the ion CH8N5O with charge +1 at a distorted geometry from the Open Molecules 2025 dataset. Energies are from ωB97M-V/def2-TZVPD.

Output
Charge = +1
Largest force on an atom = 5.2 eV/A
Structure (SMILES) = N/C=N/[N@H+](N)ON
Relative energy (zero: lowest compared OMol25 entry of this formula, charge and spin) = 106.3 kcal/mol
Orbital gap = 9.6 eV
E_tot = -391.4305 hartree
Highest occupied orbital energy = -0.4971 Ha

Element x y z (Å)
N1 2.637 0.172 -1.356
C1 1.386 0.557 -1.020
N2 1.078 0.508 0.200
N3 -0.644 0.496 0.612
N4 -0.788 0.300 1.909
O1 -1.254 -0.597 -0.469
N5 -2.259 -1.345 -0.048
H1 3.141 0.612 -2.093
H2 3.441 0.009 -0.760
H3 0.655 0.582 -1.776
H4 -1.021 1.454 0.135
H5 -1.183 0.941 2.613
H6 -0.120 -0.417 2.238
H7 -3.146 -1.029 -0.477
H8 -1.923 -2.242 0.292

=====

Here is a cluster of 2 separate species, CH8N5O in total at a distorted geometry from the Open Molecules 2025 dataset. Energies are from ωB97M-V/def2-TZVPD.

Output
Charge = +1
Largest force on an atom = 6.2 eV/A
Relative energy (zero: lowest compared OMol25 entry of this formula, charge and spin) = 74.6 kcal/mol
Orbital gap (alpha / beta) = 8.6 / 8.3 eV
E_tot = -391.4810 hartree
Highest occupied orbital energy (alpha / beta) = -0.4735 / -0.4797 Ha

Element x y z (Å)
C1 1.254 0.324 -0.290
N1 -0.001 0.612 -0.520
N2 2.130 1.125 0.155
N3 -2.050 0.125 -1.433
N4 -0.212 -0.807 1.647
N5 -0.899 -0.381 -0.814
O1 -1.155 -1.269 0.908
H1 1.629 -0.707 -0.660
H2 3.044 0.793 0.307
H3 1.739 2.075 0.593
H4 -2.853 -0.560 -1.394
H5 -2.333 1.093 -1.167
H6 -0.405 0.018 2.235
H7 0.700 -1.164 1.525
H8 -0.586 -1.277 -1.092

=====

Here is a cluster of 2 separate species, CH8N5O in total at a distorted geometry from the Open Molecules 2025 dataset. Energies are from ωB97M-V/def2-TZVPD.

Output
Charge = +1
Largest force on an atom = 4.7 eV/A
Relative energy (zero: lowest compared OMol25 entry of this formula, charge and spin) = 71.3 kcal/mol
Orbital gap = 9.7 eV
E_tot = -391.4862 hartree
Highest occupied orbital energy = -0.4777 Ha

Element x y z (Å)
C1 -2.829 -0.078 -0.037
N1 -1.816 0.386 -0.247
N2 -4.054 -0.494 0.131
N3 0.697 0.583 0.224
N4 3.442 0.201 -0.337
N5 1.226 -0.648 -0.167
O1 2.580 -0.754 0.341
H1 -0.732 0.675 -0.124
H2 -4.822 0.197 0.320
H3 -4.510 -1.164 -0.517
H4 1.068 0.913 1.192
H5 1.265 1.252 -0.467
H6 4.027 0.482 0.468
H7 3.628 -0.197 -1.201
H8 0.829 -1.355 0.422

=====

Here is an isolated molecule of CH8N6 at a distorted geometry from the Open Molecules 2025 dataset. Energies are from ωB97M-V/def2-TZVPD.

Output
Charge = 0
Largest force on an atom = 5.7 eV/A
Structure (SMILES) = NN=C(NN)NN
Relative energy (zero: lowest compared OMol25 entry of this formula, charge and spin) = 50.9 kcal/mol
Orbital gap = 9.2 eV
E_tot = -371.3026 hartree
Highest occupied orbital energy = -0.3015 Ha

Element x y z (Å)
N1 -0.932 -1.969 0.657
N2 -1.207 -0.589 0.550
C1 -0.335 0.195 0.076
N3 0.943 -0.234 -0.371
N4 1.014 -1.215 -1.348
N5 -0.650 1.592 0.018
N6 0.287 2.555 0.299
H1 -1.845 -2.427 0.986
H2 -0.240 -1.995 1.433
H3 1.534 0.544 -0.753
H4 1.126 -2.218 -0.778
H5 0.017 -1.336 -1.895
H6 -1.475 1.803 0.536
H7 0.785 2.899 -0.509
H8 0.978 2.393 1.100

=====

Here is a cluster of 2 separate species, CH8N6O4S in total at a distorted geometry from the Open Molecules 2025 dataset. Energies are from ωB97M-V/def2-TZVPD.

Output
Multiplicity = 3
Charge = 0
Largest force on an atom = 9.9 eV/A
Orbital gap (alpha / beta) = 7.4 / 5.3 eV
E_tot = -1070.2367 hartree
Highest occupied orbital energy (alpha / beta) = -0.2706 / -0.3686 Ha

Element x y z (Å)
C1 -1.336 0.146 1.207
N1 0.279 1.824 -2.128
N2 1.103 1.024 -1.911
N3 -0.447 -0.459 2.283
N4 -0.613 1.389 0.665
N5 1.861 0.225 -1.950
N6 -1.630 -0.777 0.198
O1 2.443 -2.155 -2.337
O2 1.673 -1.605 -0.075
O3 0.057 -1.565 -1.927
O4 0.675 1.123 0.285
S1 1.437 -1.573 -1.493
H1 -2.190 0.521 1.783
H2 -0.066 2.355 -1.313
H3 0.081 -1.171 1.897
H4 -0.937 -0.700 3.062
H5 -0.682 2.135 1.408
H6 1.045 0.701 1.171
H7 -0.774 -1.165 -0.242
H8 -1.980 -0.274 -0.583

=====

Here is a structure of composition CH8NO at a distorted geometry from the Open Molecules 2025 dataset. Energies are from ωB97M-V/def2-TZVPD.

Output
Charge = +1
Largest force on an atom = 5.9 eV/A
Relative energy (zero: lowest compared OMol25 entry of this formula, charge and spin) = 30.6 kcal/mol
Orbital gap = 13.7 eV
E_tot = -172.6012 hartree
Highest occupied orbital energy = -0.6398 Ha

Element x y z (Å)
C1 0.670 1.028 -0.309
N1 -0.432 0.517 0.445
H1 1.166 0.097 -0.631
H2 1.411 1.661 0.207
H3 0.311 1.563 -1.204
H4 -1.324 1.013 0.246
H5 -0.289 0.502 1.475
H6 -0.524 -0.465 0.114
O1 -0.188 -1.598 -0.084
H7 -0.806 -2.059 0.527
H8 0.005 -2.259 -0.787

=====

Here is a cluster of 2 separate species, CH8NO2 in total at a distorted geometry from the Open Molecules 2025 dataset. Energies are from ωB97M-V/def2-TZVPD.

Output
Charge = +1
Largest force on an atom = 2.3 eV/A
Relative energy (zero: lowest compared OMol25 entry of this formula, charge and spin) = 8.5 kcal/mol
Orbital gap = 12.2 eV
E_tot = -247.8727 hartree
Highest occupied orbital energy = -0.5782 Ha

Element x y z (Å)
O1 0.462 -1.693 -1.329
H1 -0.730 -0.379 -0.635
H2 1.179 -1.753 -1.961
H3 0.566 -2.365 -0.646
N1 -1.116 0.387 -0.043
C1 0.077 1.029 0.661
O2 1.022 0.099 0.958
H4 -1.536 1.080 -0.653
H5 -1.784 0.019 0.634
H6 -0.284 1.465 1.598
H7 0.370 1.782 -0.073
H8 1.776 0.329 1.489

=====

Here is a cluster of 2 separate species, CH8NO2 in total at a distorted geometry from the Open Molecules 2025 dataset. Energies are from ωB97M-V/def2-TZVPD.

Output
Charge = +1
Largest force on an atom = 1.6 eV/A
Relative energy (zero: lowest compared OMol25 entry of this formula, charge and spin) = 6.2 kcal/mol
Orbital gap = 12.6 eV
E_tot = -247.8764 hartree
Highest occupied orbital energy = -0.5880 Ha

Element x y z (Å)
O1 1.129 1.572 -1.632
H1 0.786 0.852 -0.063
H2 0.579 1.444 -2.393
H3 1.232 2.525 -1.601
N1 0.514 0.127 0.638
C1 -0.457 -0.984 0.169
O2 -1.424 -1.042 1.137
H4 1.319 -0.359 1.028
H5 0.149 0.700 1.398
H6 0.234 -1.828 0.136
H7 -0.805 -0.688 -0.824
H8 -2.102 -1.682 0.910

=====

Here is a cluster of 3 separate species, CH8O2 in total at a distorted geometry from the Open Molecules 2025 dataset. Energies are from ωB97M-V/def2-TZVPD.

Output
Charge = 0
Largest force on an atom = 1.4 eV/A
Structure (SMILES) = C.O.O
Relative energy (zero: lowest compared OMol25 entry of this formula, charge and spin) = 5.2 kcal/mol
Orbital gap = 11.4 eV
E_tot = -193.3571 hartree
Highest occupied orbital energy = -0.3962 Ha

Element x y z (Å)
C1 2.041 -0.422 1.365
H1 0.968 -0.516 1.519
H2 2.314 -0.983 0.479
H3 2.530 -0.595 2.317
H4 2.224 0.638 1.158
O1 -0.289 0.869 -1.534
H5 0.651 0.883 -1.741
H6 -0.615 1.440 -2.238
O2 -1.728 -0.538 0.310
H7 -1.468 -0.361 -0.604
H8 -2.654 -0.363 0.485

=====

Here is a cluster of 3 separate species, CH8O2S in total at a distorted geometry from the Open Molecules 2025 dataset. Energies are from ωB97M-V/def2-TZVPD.

Output
Multiplicity = 2
Charge = +1
Largest force on an atom = 1.7 eV/A
Relative energy (zero: lowest compared OMol25 entry of this formula, charge and spin) = 3.4 kcal/mol
Orbital gap (alpha / beta) = 11.0 / 5.9 eV
E_tot = -591.1937 hartree
Highest occupied orbital energy (alpha / beta) = -0.5638 / -0.5620 Ha

Element x y z (Å)
C1 -0.752 1.686 -0.257
S1 -0.368 1.095 -1.923
H1 -1.784 1.324 -0.092
H2 0.036 1.453 0.442
H3 -0.945 2.757 -0.354
H4 -0.055 -0.205 -1.664
H5 -0.988 -1.986 1.743
H6 -0.399 -0.729 0.874
O1 -0.202 -1.522 1.403
H7 1.381 -1.221 0.527
H8 2.015 -1.742 -0.590
O2 2.061 -0.910 -0.109

=====

Here is a structure of composition CH8O4 at a distorted geometry from the Open Molecules 2025 dataset. Energies are from ωB97M-V/def2-TZVPD.

Output
Charge = 0
Largest force on an atom = 2.8 eV/A
Relative energy (zero: lowest compared OMol25 entry of this formula, charge and spin) = 200.8 kcal/mol
Orbital gap = 4.0 eV
E_tot = -343.5170 hartree
Highest occupied orbital energy = -0.3659 Ha

Element x y z (Å)
O1 -1.832 -0.172 -0.692
C1 -0.621 0.420 -0.592
H1 0.092 0.086 -1.382
H2 -0.627 1.573 -0.527
H3 2.255 -0.289 -0.335
H4 2.774 -1.720 -0.723
O2 2.252 -1.023 -1.000
H5 -3.071 -0.789 1.982
H6 -2.357 -0.042 0.327
O3 -3.285 -0.361 1.141
H7 -0.206 0.183 0.410
H8 2.670 1.214 0.988
O4 1.955 0.918 0.403

=====

Here is a cluster of 4 separate species, CH8O5 in total at a distorted geometry from the Open Molecules 2025 dataset. Energies are from ωB97M-V/def2-TZVPD.

Output
Charge = 0
Largest force on an atom = 1.3 eV/A
Structure (SMILES) = O=CO.O.O.O
Relative energy (zero: lowest compared OMol25 entry of this formula, charge and spin) = 15.6 kcal/mol
Orbital gap = 11.3 eV
E_tot = -419.0994 hartree
Highest occupied orbital energy = -0.4052 Ha

Element x y z (Å)
O1 1.364 2.039 0.177
C1 1.114 1.275 -0.713
O2 -0.109 1.216 -1.251
H1 1.890 0.634 -1.151
H2 -0.240 0.349 -1.679
O3 -0.687 -1.855 -1.764
H3 -0.083 -2.556 -1.507
H4 -1.588 -2.179 -1.772
O4 -2.073 -2.348 0.607
H5 -2.998 -2.080 0.555
H6 -1.593 -1.523 0.742
O5 1.130 0.680 2.699
H7 0.912 1.177 1.893
H8 0.348 0.807 3.247